Record 1
A structure of composition C44H24CoF6I6N4P at a distorted geometry. Source: the OMol25 dataset; level of theory: ωB97M-V/def2-TZVPD.

Properties
LUMO (spin up / spin down), eV: -5.1 / -6.5
HOMO-LUMO gap (spin up / spin down), eV: 4.97 / 4.33
Electronic energy, Ha: -6019.51434
Multiplicity: 6
Net charge: +1
Relative energy (zero: lowest compared OMol25 entry of this formula, charge and spin), kJ/mol: 0.0
E_HOMO (spin up / spin down), Ha: -0.371 / -0.398

Element x y z (Å)
Co -0.135882 0.445942 -0.109582
I 6.184369 -0.197172 7.009060
C 4.778836 0.136722 5.481800
C 4.123190 1.350223 5.427195
C 3.232756 1.599283 4.352845
C 2.980274 0.550672 3.450370
C 3.698151 -0.670649 3.565657
C 4.551158 -0.844924 4.612181
C 2.038781 0.706257 2.311802
C 0.746286 1.027294 2.682591
C 0.274221 1.458844 4.040616
C -0.948763 1.886296 3.773074
C -1.255134 1.758460 2.415154
C -2.484811 2.118953 1.644627
C -3.187614 3.300583 1.869729
C -2.842101 4.263398 2.852677
C -3.716980 5.312943 3.074381
C -4.733731 5.578856 2.235567
I -5.950090 7.156566 2.835586
C -5.027340 4.774442 1.088586
C -4.230925 3.677043 0.916344
C -2.923264 1.220699 0.705081
N -2.128704 0.452137 -0.126528
C -2.867262 -0.460388 -0.729946
C -2.473167 -1.228205 -1.875892
C -3.336777 -2.323881 -2.442651
C -3.206246 -3.635775 -1.992027
C -4.110678 -4.629541 -2.339568
C -5.144531 -4.327272 -3.180050
I -6.496138 -5.784869 -3.712032
C -5.388082 -3.001279 -3.592022
C -4.434710 -2.032337 -3.244641
C -1.250711 -1.014232 -2.443741
C -0.788778 -1.686117 -3.668134
C 0.521081 -1.418652 -3.832574
C 0.891869 -0.570829 -2.678756
N -0.142642 -0.287851 -1.901010
C 2.235425 -0.219821 -2.397911
C 2.600177 0.349766 -1.226485
C 3.963879 0.505765 -0.786660
C 3.897456 0.649141 0.562180
C 2.570715 0.612841 0.946442
N 1.774203 0.468599 -0.136896
C 3.302724 -0.607256 -3.345652
C 4.102675 -1.659732 -2.876144
C 5.112429 -2.174120 -3.694966
C 5.394870 -1.607346 -4.933404
I 6.746792 -2.516917 -6.146614
C 4.657410 -0.491155 -5.319654
C 3.602614 -0.013340 -4.559689
C -4.253661 -0.395140 -0.344016
C -4.337439 0.619335 0.559690
N -0.251736 1.153175 1.709919
H 4.312350 2.067718 6.213767
H 2.728158 2.563594 4.279187
H 3.580752 -1.377800 2.833798
H 5.043265 -1.798239 4.673252
H 0.838814 1.401976 4.963447
H -1.679749 2.173240 4.483149
H -1.941918 4.170766 3.388353
H -3.457755 6.009873 3.885561
H -5.700799 5.197376 0.309636
H -4.302543 2.994968 0.078059
H -2.438410 -3.880666 -1.271154
H -3.982109 -5.633680 -1.939431
H -6.314226 -2.719565 -4.092875
H -4.548414 -1.019104 -3.631488
H -1.405216 -2.313685 -4.278837
H 1.232917 -1.739160 -4.600664
H 4.832779 0.374943 -1.375626
H 4.707940 0.747968 1.243226
H 4.020822 -2.153497 -1.936884
H 5.697395 -3.038902 -3.340374
H 4.850532 0.007035 -6.264769
H 3.088833 0.879941 -4.913471
H -5.078917 -1.020116 -0.633043
H -5.168546 1.027888 1.068778
I -0.269213 3.783970 -0.772858
I -0.752413 6.256284 1.241572
F 0.129524 -1.683580 0.753127
P 0.883647 -3.230764 0.548490
F 2.265165 -2.392545 0.330471
F -0.527670 -3.925305 0.777550
F 1.652324 -4.651951 0.423394
F 1.147957 -3.267807 2.122381
F 0.620295 -3.146619 -1.051604

Forces on the atoms, in the same order (eV/Å):
Co -0.7 0.0 -0.1
I -0.2 0.1 -0.1
C 0.7 1.6 2.4
C -0.6 0.4 -0.9
C 0.5 -0.8 1.0
C 1.2 -0.1 -0.4
C -1.0 3.1 0.7
C 0.1 -2.3 -1.6
C 0.0 0.4 1.0
C 1.1 -0.3 -1.0
C 1.4 -1.2 -2.0
C -1.4 0.9 1.5
C -0.8 -1.0 -4.3
C 2.6 1.1 3.0
C -1.1 1.6 -0.5
C -1.4 -0.7 -1.0
C 2.7 0.2 1.5
C -2.4 0.2 -1.2
I -0.1 0.0 -0.4
C 0.6 1.4 0.0
C 0.6 -0.8 0.8
C -1.5 -5.4 -3.8
N 1.2 2.6 2.4
C -1.6 -2.1 -2.8
C -0.1 0.2 1.2
C -0.7 0.0 0.5
C 0.4 0.2 0.7
C 0.9 -0.2 0.1
C -1.2 1.1 -0.4
I -0.3 -0.4 -0.1
C 0.9 -0.1 0.5
C -0.6 0.2 -0.6
C 2.6 -0.1 -0.8
C 0.2 0.3 0.3
C 0.0 0.5 0.5
C -0.8 -0.5 -0.8
N -1.2 -0.8 -0.4
C 0.2 0.8 -0.6
C 0.3 -0.5 0.5
C -0.3 0.0 1.1
C 2.2 0.0 -0.7
C -3.7 -0.3 -0.3
N -0.1 0.7 1.5
C 0.4 -0.7 1.0
C 1.0 -0.2 -1.7
C 0.2 -0.3 0.4
C -1.0 0.3 0.8
I 0.6 -0.2 -0.6
C 0.0 0.0 -0.7
C 0.0 0.3 0.0
C -0.3 1.1 1.8
C 2.2 0.6 -0.7
N -0.4 0.9 2.7
H -0.1 0.2 -0.2
H 0.2 -0.3 -0.1
H -0.4 -1.9 -1.5
H 0.3 -0.2 0.2
H -0.3 -0.1 -0.2
H -0.5 0.5 0.6
H 0.8 -0.1 0.8
H -0.3 -0.4 -0.4
H 0.3 -0.8 0.8
H -0.4 0.4 -0.2
H 0.3 0.0 0.0
H 0.0 0.2 -0.2
H 0.5 -0.2 -0.2
H -0.2 -0.1 0.2
H -0.2 -0.1 -0.1
H -0.5 0.1 0.4
H 0.6 0.2 -0.5
H 0.5 0.0 0.3
H -0.7 0.0 0.7
H -0.4 0.5 -0.2
H 0.1 -0.1 0.1
H -0.1 -0.3 0.1
H 0.1 -0.2 -0.3
H -0.7 0.1 0.4
I 0.0 0.1 -0.2
I 0.0 -0.1 0.0
F -0.1 -0.6 -0.3
P 0.7 -0.2 0.5
F 0.1 -0.2 -0.1
F -0.4 0.1 -0.4
F -0.4 0.8 -0.5
F 0.0 0.6 0.3
F -0.1 0.1 0.3

Need the Löwdin charges? In units of e they are: 0.4833, 0.9003, -0.7288, -0.1179, -0.0209, -0.1739, 0.0156, -0.1644, 0.0210, -0.1487, 0.0754, -0.0327, -0.1615, -0.0979, -0.1722, -0.0975, -0.2254, -0.7281, 0.9697, -0.0844, -0.0007, -0.1342, 0.0853, -0.1851, -0.0145, -0.2100, 0.0022, -0.1402, -0.7648, 0.9328, -0.1223, -0.0398, -0.1225, 0.0450, 0.0646, -0.1694, 0.0969, -0.0202, -0.1907, 0.0738, 0.0277, -0.1615, 0.0717, -0.2063, -0.0091, -0.1314, -0.7870, 0.9668, -0.1332, -0.0202, 0.0477, 0.0599, 0.0781, 0.0934, 0.1224, 0.0992, 0.1077, 0.1265, 0.1217, 0.0772, 0.1078, 0.1269, 0.1122, 0.1215, 0.1092, 0.0997, 0.1259, 0.1243, 0.1347, 0.1214, 0.1258, 0.1211, 0.1087, 0.1043, 0.1298, 0.1280, 0.1067, 0.1431, 0.3363, -0.2259, 0.2140, -0.1626, -0.1320, -0.1419, -0.1422, -0.1453

---

Record 2
A cluster of 2 separate species, C5H13N3O2 in total at a distorted geometry. Source: the OMol25 dataset; level of theory: ωB97M-V/def2-TZVPD.

Properties
LUMO, eV: 0.6
HOMO-LUMO gap, eV: 8.50
Electronic energy, Ha: -512.91222
Net charge: 0
Relative energy (zero: lowest compared OMol25 entry of this formula, charge and spin), kJ/mol: 480.7
E_HOMO, Ha: -0.289
SMILES: CCN=C(N)N.CC(=O)O

Element x y z (Å)
C -2.343946 -2.390291 1.341511
C -2.485627 -2.139894 -0.113576
N -1.385837 -1.761178 -0.861121
C -0.166146 -1.882703 -1.182007
N 0.742424 -3.036891 -1.346903
N 0.586531 -0.754639 -1.546382
H -2.728439 -3.461170 1.500927
H -3.312991 -2.091667 1.976659
H -1.511656 -2.270568 1.761225
H -3.149614 -2.927819 -0.552052
H -3.183411 -1.412628 -0.413373
H 0.134700 -3.890657 -1.655177
H 1.330418 -2.932668 -0.665010
H -0.025542 -0.138547 -2.080572
H 1.511081 -0.949719 -2.070591
C 1.881968 4.898392 1.054487
C 1.706301 3.629111 0.326457
O 1.533131 3.381267 -0.831751
O 2.174810 2.604158 1.137372
H 2.615070 5.295481 0.442067
H 2.441054 4.917556 1.946433
H 0.938049 5.423730 1.261271
H 2.697676 1.891349 0.570109

Forces on the atoms, in the same order (eV/Å):
C -10.4 -3.5 -0.8
C -2.3 -1.2 -1.7
N 4.0 0.9 -1.3
C -0.4 -0.8 -0.4
N -7.7 -0.9 -5.6
N 1.2 0.2 -1.5
H 1.7 0.7 -0.3
H 2.4 0.9 -1.3
H 6.7 1.4 3.5
H 1.2 -0.8 0.0
H -1.1 1.9 0.9
H 2.3 1.8 1.9
H 4.5 -1.0 4.9
H 0.5 0.3 0.5
H -2.5 0.2 1.1
C -2.1 0.4 0.4
C 2.0 -3.3 0.6
O -0.8 1.2 -0.1
O 1.6 -1.7 -1.1
H 0.7 2.2 -1.8
H 0.2 -1.2 1.5
H 0.6 0.3 -0.8
H -2.2 2.1 1.4

Need the Löwdin charges? In units of e they are: -0.0743, -0.3533, 0.0664, -0.4749, 0.0815, 0.0647, 0.0872, 0.1235, -0.0240, 0.1121, 0.0769, 0.1390, -0.0218, 0.0860, 0.1185, 0.0118, -0.5563, 0.0991, 0.0100, 0.0733, 0.0705, 0.1074, 0.1767

---

Record 3
The molecule C4H7NOS at a distorted geometry. Source: the OMol25 dataset; level of theory: ωB97M-V/def2-TZVPD.

Properties
LUMO, eV: 0.5
HOMO-LUMO gap, eV: 8.91
Electronic energy, Ha: -684.75862
Net charge: 0
Relative energy (zero: lowest compared OMol25 entry of this formula, charge and spin), kJ/mol: 127.2
E_HOMO, Ha: -0.311
SMILES: OC/C=C/NC=S

Element x y z (Å)
O -1.149355 -1.275472 -1.905235
C -0.635230 -1.947036 -0.743826
C 0.083688 -0.991614 0.198639
C 0.020971 0.322169 0.101397
N 0.577902 1.167356 1.044255
C 0.599693 2.496400 1.070425
S -0.195847 3.512093 0.068100
H -0.386822 -1.085791 -2.470595
H -1.501446 -2.408901 -0.248915
H 0.059158 -2.714025 -1.053438
H 0.626159 -1.408534 1.059338
H -0.431866 0.785860 -0.740799
H 1.042888 0.642335 1.813428
H 1.290108 2.905161 1.807226

Forces on the atoms, in the same order (eV/Å):
O 0.4 -0.3 0.3
C 0.0 1.0 -0.2
C -0.2 -0.8 0.5
C -0.2 0.0 -0.4
N 1.1 -1.5 1.6
C 0.1 0.9 -0.5
S 0.0 0.0 0.0
H -0.3 0.0 0.1
H 0.3 0.1 -0.1
H 0.1 -0.5 0.0
H -0.3 -0.2 -0.3
H -0.5 0.5 -0.4
H -0.4 1.0 -0.8
H -0.2 -0.2 0.2

Need the Löwdin charges? In units of e they are: -0.0786, -0.2424, -0.0664, -0.1504, -0.0657, -0.7370, 0.5980, 0.0931, 0.1231, 0.1044, 0.1101, 0.0895, 0.1616, 0.0609

---

Record 4
A cluster of 2 separate species, CH2N2S2 in total at a distorted geometry. Source: the OMol25 dataset; level of theory: ωB97M-V/def2-TZVPD.

Properties
LUMO (spin up / spin down), eV: 0.4 / -1.0
HOMO-LUMO gap (spin up / spin down), eV: 7.79 / 8.77
Electronic energy, Ha: -945.07671
Multiplicity: 3
Net charge: 0
Relative energy (zero: lowest compared OMol25 entry of this formula, charge and spin), kJ/mol: 56.8
E_HOMO (spin up / spin down), Ha: -0.271 / -0.359

Element x y z (Å)
C 1.223306 -0.568652 0.943148
N 1.311722 0.061042 -0.086394
N -1.777923 0.334177 -1.162162
S 0.591681 -1.418602 2.051526
S -0.832680 1.287495 -0.467045
H -2.679087 0.016889 -0.692510
H 2.162981 0.287652 -0.586563

Forces on the atoms, in the same order (eV/Å):
C -0.5 0.4 -2.0
N 2.1 -0.4 0.4
N -2.6 -1.6 0.3
S -0.2 -0.8 1.7
S -0.1 1.9 0.4
H 1.4 0.5 -1.0
H -0.2 0.1 0.1

Need the Löwdin charges? In units of e they are: -0.9320, -0.0465, -0.5376, 0.7418, 0.6568, 0.0236, 0.0940

---

Record 5
A structure of composition C28H38BCrN5P2 at a distorted geometry. Source: the OMol25 dataset; level of theory: ωB97M-V/def2-TZVPD.

Properties
LUMO (spin up / spin down), eV: -2.0 / -1.7
HOMO-LUMO gap (spin up / spin down), eV: 6.49 / 6.78
Electronic energy, Ha: -3115.23660
Multiplicity: 5
Net charge: 0
Relative energy (zero: lowest compared OMol25 entry of this formula, charge and spin), kJ/mol: 194.5
E_HOMO (spin up / spin down), Ha: -0.312 / -0.312

Element x y z (Å)
Cr -0.333150 -2.584049 -4.754920
C -0.892623 2.806754 -1.088929
C -1.524371 2.530143 -2.233123
C -0.940234 2.396544 -3.598060
C 0.402624 1.696922 -3.904704
C 1.616418 2.541202 -3.883294
C 1.988204 3.478884 -3.000728
C 1.111375 4.292973 -2.120630
C 0.205706 3.791191 -0.955060
C 0.806202 -3.417903 -3.174848
H -1.346655 2.470141 -0.151587
H -2.580549 2.221004 -2.188594
H -0.954049 3.345497 -4.139242
H -1.701136 1.785090 -4.092793
H 0.478771 0.798714 -3.275365
H 0.231419 1.350884 -4.923607
H 2.327699 2.262940 -4.671577
H 3.047519 3.748668 -3.063231
H 0.488778 4.990601 -2.726968
H 1.856684 4.950741 -1.608283
H 0.831769 3.345296 -0.180662
H -0.152996 4.743425 -0.523864
H 1.151321 -2.357919 -2.997950
H 1.680023 -4.087673 -3.212278
H 0.111923 -3.744025 -2.372675
P 1.392988 -1.708099 -6.065274
P -2.306424 -0.813321 -5.926753
N 2.741353 -0.376870 -6.488348
N 2.037539 -2.762706 -7.371247
N -2.265377 0.948377 -6.761241
N -3.833254 -1.156878 -6.964236
C 0.188361 -0.792530 -7.091871
C -1.167000 -1.525626 -7.150647
C 3.858652 -0.065803 -5.734070
C 4.679375 0.803681 -6.459161
C 4.067331 1.032113 -7.714428
C 2.867124 0.327277 -7.684861
C 2.373344 -4.092061 -7.145391
C 2.925139 -4.610173 -8.322757
C 2.870902 -3.576929 -9.318824
C 2.311194 -2.465961 -8.700639
C -2.705910 2.143092 -6.205842
C -2.533963 3.175756 -7.108235
C -2.057411 2.613263 -8.318844
C -1.876911 1.252904 -8.070079
C -4.421238 -0.426761 -7.999249
C -5.340764 -1.214019 -8.665362
C -5.343191 -2.476643 -8.016602
C -4.394013 -2.427612 -7.009173
H 0.554228 -0.659411 -8.126855
H 0.098836 0.211831 -6.618202
H -1.576054 -1.481070 -8.173623
H -1.067903 -2.608177 -6.862593
H 3.958321 -0.469130 -4.737671
H 5.607637 1.232737 -6.115074
H 4.426437 1.611093 -8.564164
H 2.116497 0.306834 -8.452913
H 2.166998 -4.551209 -6.192876
H 3.303185 -5.599910 -8.454735
H 3.174825 -3.646827 -10.348220
H 2.097207 -1.501096 -9.146423
H -3.139150 2.166570 -5.217051
H -2.757044 4.216834 -6.906287
H -1.898457 3.112962 -9.258149
H -1.522350 0.492009 -8.737831
H -4.130132 0.592021 -8.201065
H -5.917656 -0.884278 -9.509210
H -5.971130 -3.308661 -8.262921
H -4.065659 -3.177616 -6.308105
B -1.341745 -1.931652 -0.453871
C -1.532187 -2.115132 -1.974640
N -1.605932 -2.214390 -3.147296
H -0.584899 -2.605437 0.238127
H -2.464893 -1.978550 0.016708
H -1.033395 -0.783260 -0.202939

Forces on the atoms, in the same order (eV/Å):
Cr -0.3 -0.9 2.9
C -1.3 0.8 -0.8
C 0.0 -0.8 0.9
C -0.6 0.4 -0.7
C -1.6 0.4 0.2
C 1.2 -0.3 0.3
C -0.2 -1.0 -1.4
C 0.0 1.3 1.2
C 1.9 -0.6 0.5
C 0.2 0.6 0.0
H -0.1 0.5 -0.2
H 0.6 -0.5 0.2
H 0.0 0.1 -0.2
H 0.4 0.1 0.0
H 0.3 0.2 0.1
H 0.3 -0.2 -0.2
H 0.2 -0.1 0.6
H -0.4 0.4 0.0
H 0.4 -0.5 0.1
H -0.8 -0.1 -0.2
H 0.5 0.4 0.2
H -0.3 -0.6 0.0
H -0.1 -1.0 0.4
H -0.3 0.3 -0.5
H 0.7 0.2 -0.7
P 4.2 2.2 -5.4
P -3.2 3.7 -4.1
N -0.8 -0.5 1.1
N -1.0 -0.2 1.0
N 0.3 -0.9 0.6
N 0.5 -0.6 0.7
C -0.2 0.3 0.1
C 0.6 -0.3 -0.2
C 0.5 0.5 -0.4
C -0.5 -0.8 0.7
C -1.3 -0.8 0.3
C 0.4 0.3 -0.2
C 0.8 -0.4 -1.5
C -0.8 1.1 1.0
C -0.7 0.5 1.6
C 0.3 -0.5 -0.7
C 0.0 0.0 -0.2
C -0.5 -0.5 0.5
C 0.3 -1.5 0.7
C 0.0 0.7 0.1
C 0.1 0.0 -0.1
C 0.9 0.3 1.0
C 0.7 0.1 0.4
C -0.4 0.2 -0.2
H -0.2 -0.1 0.8
H 0.0 -0.6 -0.5
H -0.1 -0.3 0.6
H -0.1 0.3 -0.7
H 0.1 0.1 -0.1
H 0.0 -0.1 0.1
H -0.2 -0.1 0.4
H 0.1 0.1 0.1
H 0.2 0.0 0.1
H 0.1 -0.4 0.0
H 0.0 0.1 0.0
H 0.2 -0.5 0.3
H 0.1 0.0 -0.2
H -0.1 -0.2 -0.1
H 0.2 0.0 0.0
H 0.0 0.0 -0.1
H -0.1 -0.1 0.1
H -0.2 0.0 0.0
H 0.0 -0.3 0.0
H -0.2 -0.1 0.1
B -0.6 0.7 1.5
C 0.3 0.0 -1.9
N -0.1 0.0 1.4
H -0.2 -0.3 -1.0
H 0.0 -0.3 -0.1
H 0.1 0.1 -0.6

Need the Löwdin charges? In units of e they are: 0.3834, -0.1120, -0.1018, -0.2095, -0.1785, -0.1109, -0.1059, -0.1952, -0.1985, -0.1945, 0.1072, 0.1046, 0.1192, 0.0434, 0.1243, 0.0679, 0.0896, 0.1005, 0.1225, 0.1098, 0.1035, 0.1183, 0.0005, -0.0002, -0.0072, 1.1330, 1.1914, -0.1725, -0.2459, -0.2068, -0.2359, -0.4272, -0.4443, -0.1531, -0.0994, -0.0777, -0.1817, -0.1354, -0.0760, -0.0605, -0.1393, -0.1724, -0.0876, -0.0771, -0.1910, -0.1404, -0.0868, -0.0988, -0.1707, 0.0661, 0.0662, 0.1037, 0.0631, 0.1046, 0.0927, 0.1027, 0.0799, 0.0951, 0.0869, 0.0962, 0.0860, 0.1042, 0.1001, 0.0947, 0.0954, 0.0923, 0.0932, 0.0882, 0.0978, -0.4211, -0.2153, -0.0276, 0.0171, 0.0105, 0.0029

---

- Look up the relative energy (zero: lowest compared OMol25 entry of this formula, charge and spin) of the fourth one.
  56.8 kJ/mol

---

- Which value of net charge does entry 3 give?
  0